No. 1
Formula: C18H19N4O7
Source: OMol25
Level of theory: wB97M-V/def2-TZVPD

Element x y z (Å)
C -3.234 4.506 0.808
C -2.682 3.186 1.282
O -1.410 3.022 0.640
C -0.699 1.928 1.027
C 0.580 1.912 0.291
C 1.503 0.836 0.505
O 1.219 -0.193 1.104
C 2.908 1.037 -0.115
C 3.020 0.650 -1.592
C 2.475 1.586 -2.685
C 0.958 1.871 -2.695
C 0.567 3.156 -1.965
C 0.931 3.147 -0.472
O -1.114 1.147 1.867
H -4.231 4.687 1.206
H -2.598 5.332 1.133
H -3.300 4.541 -0.282
H -2.539 3.186 2.369
H -3.329 2.351 0.986
H 3.280 2.054 0.065
H 3.562 0.356 0.444
H 4.096 0.515 -1.790
H 2.560 -0.341 -1.717
H 3.029 2.536 -2.678
H 2.726 1.099 -3.643
H 0.635 1.966 -3.745
H 0.418 1.009 -2.281
H 1.080 4.019 -2.420
H -0.514 3.316 -2.084
H 0.388 3.972 0.010
H 2.011 3.342 -0.381
N 0.025 -7.816 -0.748
C -0.047 -6.772 -0.224
C -0.189 -5.489 0.385
C 0.591 -4.892 1.374
C 0.213 -3.617 1.903
N 0.773 -3.267 3.180
O 1.743 -3.937 3.610
O 0.251 -2.340 3.829
C -0.825 -2.840 1.339
C -1.637 -3.497 0.417
N -2.934 -3.219 -0.052
O -3.711 -2.296 0.083
O -3.329 -4.393 -0.808
N -2.318 -5.360 -0.808
C -1.343 -4.789 -0.065
H 1.467 -5.400 1.775
H -1.025 -1.812 1.618

Computed properties:
Gap between HOMO and LUMO = 3.49 eV
Total charge = -1
ΔE to the lowest compared entry with this formula, charge and spin = 0.0 kJ/mol
Total energy = -1442.7876 a.u.

No. 2
Formula: C18H19N5O4
Source: OMol25
Level of theory: wB97M-V/def2-TZVPD

Element x y z (Å)
C 3.567 0.127 -4.942
O 2.853 -0.608 -3.981
C 2.103 -1.661 -4.388
C 2.091 -2.177 -5.680
C 1.359 -3.314 -5.979
C 0.633 -3.962 -4.997
C 0.616 -3.447 -3.713
C 1.323 -2.295 -3.405
N 1.263 -1.777 -2.101
C 1.089 -0.497 -1.739
O 0.928 0.473 -2.456
C 1.072 -0.371 -0.208
O 1.168 -1.335 0.523
N 0.930 0.922 0.151
N 0.877 1.322 1.437
C 0.715 2.540 1.764
C 0.526 3.709 0.843
C 0.651 2.807 3.237
C -0.793 2.608 3.720
O -1.449 3.509 4.188
N -1.207 1.330 3.542
C -2.445 0.766 3.833
C -3.477 1.451 4.474
C -4.655 0.765 4.708
C -4.767 -0.559 4.306
C -3.678 -1.141 3.678
N -2.547 -0.501 3.446
H 4.031 0.947 -4.396
H 4.346 -0.480 -5.416
H 2.903 0.536 -5.709
H 2.666 -1.703 -6.460
H 1.369 -3.697 -6.988
H 0.076 -4.856 -5.228
H 0.042 -3.930 -2.936
H 1.255 -2.432 -1.322
H 0.862 1.581 -0.629
H 0.008 3.423 -0.071
H 1.495 4.129 0.570
H -0.052 4.480 1.345
H 1.287 2.101 3.772
H 0.951 3.828 3.465
H -0.571 0.689 3.074
H -3.349 2.478 4.769
H -5.478 1.260 5.202
H -5.672 -1.120 4.476
H -3.703 -2.169 3.342

Computed properties:
Gap between HOMO and LUMO = 8.93 eV
SMILES = COc1ccccc1NC(=O)C(=O)N/N=C(\C)CC(=O)Nc1ccccn1
ΔE to the lowest compared entry with this formula, charge and spin = 120.4 kJ/mol
Total energy = -1272.0876 a.u.

No. 3
Formula: C18H19N5O4S
Source: OMol25
Level of theory: wB97M-V/def2-TZVPD

Element x y z (Å)
C 1.827 -1.952 -2.959
O 1.283 -0.651 -2.947
C 0.160 -0.414 -2.235
C -0.517 -1.355 -1.463
C -1.672 -0.995 -0.789
C -2.181 0.287 -0.866
C -1.496 1.224 -1.633
N -1.973 2.535 -1.773
N -1.805 3.234 -2.897
N -2.307 4.384 -2.724
N -2.815 4.515 -1.512
C -2.616 3.369 -0.906
S -3.027 3.025 0.757
C -1.527 3.778 1.491
C -0.322 2.981 1.006
O 0.469 3.438 0.211
N -0.297 1.730 1.521
C 0.577 0.678 1.228
C 1.690 0.801 0.410
C 2.494 -0.291 0.158
C 2.197 -1.528 0.722
O 3.032 -2.557 0.389
C 2.835 -3.814 0.987
C 1.088 -1.662 1.554
C 0.278 -0.566 1.806
O -0.840 -0.596 2.598
C -1.222 -1.817 3.184
C -0.340 0.886 -2.311
H 2.684 -1.902 -3.628
H 2.164 -2.257 -1.965
H 1.109 -2.682 -3.348
H -0.155 -2.367 -1.385
H -2.196 -1.735 -0.204
H -3.093 0.550 -0.355
H -1.464 4.814 1.161
H -1.658 3.723 2.570
H -1.055 1.452 2.132
H 1.916 1.757 -0.032
H 3.357 -0.204 -0.480
H 3.634 -4.449 0.607
H 1.869 -4.249 0.709
H 2.909 -3.758 2.078
H 0.854 -2.614 1.998
H -1.428 -2.578 2.426
H -0.460 -2.186 3.877
H -2.136 -1.603 3.736
H 0.177 1.621 -2.906

Computed properties:
Gap between HOMO and LUMO = 8.26 eV
SMILES = COc1cccc(-n2nnnc2SCC(=O)Nc2ccc(OC)cc2OC)c1
ΔE to the lowest compared entry with this formula, charge and spin = 86.6 kJ/mol
Total energy = -1670.1996 a.u.

No. 4
Formula: C18H19NO4
Source: OMol25
Level of theory: wB97M-V/def2-TZVPD

Element x y z (Å)
O 2.419 -0.719 0.727
C 1.728 -0.503 1.575
O 0.390 -0.264 1.778
C -0.274 -0.613 0.617
C -1.781 -0.437 1.049
C -2.727 -0.702 -0.066
C -2.270 -0.721 -1.349
O -3.132 -0.947 -2.349
C -2.985 -0.575 -3.739
C -3.613 -1.502 -4.662
C -3.362 -1.092 -6.035
C -2.816 0.148 -6.350
C -2.070 0.954 -5.407
C -2.214 0.557 -4.036
C -0.828 -1.164 -1.669
C 0.035 -0.742 -0.763
N 2.174 -0.354 2.861
C 1.564 0.197 4.013
C 2.037 1.740 4.426
C 3.534 1.611 4.673
O 3.876 2.971 4.903
C 4.279 1.093 3.480
C 3.761 -0.232 3.067
H -2.120 -0.225 2.087
H -3.756 -0.538 -0.023
H -4.159 -2.259 -4.253
H -3.948 -1.594 -6.758
H -2.817 0.687 -7.323
H -1.586 1.660 -5.641
H -2.011 1.047 -3.155
H -0.594 -1.132 -2.681
H 1.266 -0.643 -1.043
H 0.674 0.110 3.711
H 1.676 -0.567 4.897
H 1.501 2.207 5.339
H 1.740 2.415 3.611
H 3.799 1.222 5.431
H 4.760 3.295 5.064
H 4.178 1.814 2.446
H 5.210 1.162 3.658
H 4.101 -0.680 2.374
H 4.048 -1.029 4.076

Computed properties:
Gap between HOMO and LUMO = 8.28 eV
SMILES = O=C(Oc1ccc(Oc2ccccc2)cc1)N1CCC(O)CC1
ΔE to the lowest compared entry with this formula, charge and spin = 1240.4 kJ/mol
Total energy = -1052.6104 a.u.

No. 5
Formula: C18H20Br2CaCl3N4OS
Source: OMol25
Level of theory: wB97M-V/def2-TZVPD

Element x y z (Å)
Ca 1.423 -0.034 0.645
N 2.145 4.292 2.765
C 1.736 3.119 2.165
S 3.052 2.083 1.594
N 0.444 2.960 2.105
N 0.099 1.780 1.444
C -1.137 1.636 1.184
C -1.729 0.425 0.474
C -2.953 -0.024 1.246
C -3.367 -1.294 1.099
C -2.559 -2.257 0.404
C -1.251 -1.893 0.199
N -0.738 -0.665 0.355
H 3.086 4.286 3.116
H 1.443 4.732 3.339
H -1.825 2.428 1.489
H -3.498 0.675 1.871
H -4.280 -1.615 1.591
H -2.863 -3.287 0.290
H -0.527 -2.668 -0.059
Br 4.921 0.529 -3.012
C 3.619 1.741 -2.278
Br 1.794 1.136 -2.482
H 3.702 2.680 -2.805
H 3.791 1.850 -1.214
Cl 3.157 -7.170 1.215
C 3.021 -5.484 0.757
C 2.863 -4.525 1.740
C 2.761 -3.207 1.349
Cl 2.533 -1.975 2.608
C 2.808 -2.753 0.010
O 2.701 -1.513 -0.298
C 2.956 -3.796 -0.934
Cl 3.006 -3.361 -2.617
C 3.065 -5.127 -0.579
H 2.812 -4.792 2.786
H 3.179 -5.882 -1.344
C -4.203 1.712 -2.114
C -3.130 2.010 -1.074
C -2.425 3.327 -1.395
C -2.129 0.851 -0.962
H -4.939 2.518 -2.183
H -4.727 0.784 -1.879
H -3.752 1.592 -3.105
H -3.636 2.124 -0.109
H -1.971 3.278 -2.390
H -1.621 3.550 -0.690
H -3.121 4.170 -1.385
H -1.206 1.105 -1.499
H -2.527 -0.052 -1.434

Computed properties:
Gap between HOMO and LUMO = 6.31 eV
Total charge = -1
ΔE to the lowest compared entry with this formula, charge and spin = 10.7 kJ/mol
Total energy = -8596.7620 a.u.

No. 6
Formula: C18H20Cl5FeOSb2
Source: OMol25
Level of theory: wB97M-V/def2-TZVPD

Element x y z (Å)
Fe 0.946 0.883 0.637
Cl 5.646 5.792 -1.647
C 4.346 4.889 -0.990
C 4.362 3.500 -1.054
Cl 5.665 2.662 -1.787
C 3.296 2.796 -0.513
Cl 3.261 1.051 -0.571
C 2.206 3.412 0.096
O 1.207 2.711 0.603
C 2.205 4.811 0.145
Cl 0.861 5.586 0.878
C 3.261 5.539 -0.390
Cl 3.233 7.249 -0.315
C -1.374 0.891 -0.653
Sb -1.731 0.826 1.499
C -3.390 2.149 1.392
C -2.766 -1.087 1.612
C -2.692 -1.893 0.354
C -3.698 -1.731 -0.602
C -3.681 -2.421 -1.801
C -2.645 -3.306 -2.066
C -1.650 -3.488 -1.123
C -1.650 -2.790 0.087
C -0.532 -3.045 1.055
Sb 1.211 -1.853 0.685
C 2.568 -2.710 2.070
C 1.868 -2.621 -1.179
H -2.147 0.288 -1.130
H -0.430 0.505 -1.069
H -1.464 1.933 -0.959
H -4.023 1.863 0.554
H -3.026 3.164 1.253
H -3.953 2.089 2.320
H -3.801 -0.837 1.846
H -2.356 -1.607 2.474
H -4.519 -1.056 -0.387
H -4.477 -2.279 -2.519
H -2.625 -3.866 -2.991
H -0.859 -4.205 -1.314
H -0.179 -4.074 0.967
H -0.810 -2.883 2.095
H 2.651 -3.778 1.876
H 2.199 -2.550 3.081
H 3.547 -2.245 1.968
H 2.067 -3.686 -1.072
H 2.777 -2.112 -1.492
H 1.092 -2.467 -1.926

Computed properties:
Gap between HOMO and LUMO (alpha / beta) = 8.34 / 7.16 eV
Total charge = +1
Multiplicity = 5
ΔE to the lowest compared entry with this formula, charge and spin = 12.6 kJ/mol
Total energy = -4818.0436 a.u.